Record 1
ORCA calculation (wB97M-V/def2-TZVPD) on a molecular structure, C2H3CaLiO2 at a distorted geometry.

```
! wB97M-V def2-TZVPD RIJCOSX def2/J DEFGRID3
* xyz 0 1
H -0.72712 1.28750 -2.70156
O 1.73416 0.35476 0.09990
C 1.05170 -0.31802 1.04344
C -0.28415 -0.51198 0.94598
O -0.93818 -0.06451 -0.15534
Li -2.05156 0.05806 -1.53709
Ca 0.44685 1.01405 -1.27223
H 1.61727 -0.74065 1.88404
H -0.84896 -1.07920 1.69287
*
```

Output
Frontier orbital gap in eV: 6.23
LUMO level in Eh: -0.0118

Löwdin atomic charge list, values in e, 5 entries: -0.231 -0.458 -0.358 -0.350 -0.610

---

Record 2
ORCA calculation (wB97M-V/def2-TZVPD) on a molecular structure, C2H3CaO3 at a distorted geometry.

```
! wB97M-V def2-TZVPD RIJCOSX def2/J DEFGRID3
* xyz 1 1
H 3.13847 1.02185 0.08966
O 0.33252 -1.43981 -0.04424
C -0.80283 -1.08599 0.18631
C -1.24111 0.34894 0.07508
O -0.48879 1.30406 -0.19471
O 0.90318 1.33098 -0.00402
Ca 2.07146 -0.28907 -0.63432
H -1.61120 -1.80313 0.39945
H -2.30171 0.61217 0.12680
*
```

Output
Frontier orbital gap (spin up / spin down) in eV: 8.48 / 4.44
LUMO level (spin up / spin down) in Eh: -0.2275 / -0.2791

Löwdin atomic charge list, values in e, 5 entries: -0.039 -0.134 -0.151 -0.021 -0.021

---

Calculated energy in order - -913.62082, -980.87067 hartree
Calculated ΔE to the lowest compared entry with this formula, charge and spin in order - 0.000, 7.437 eV